{"formula": "C4H11NO2", "method": "ωB97M-V with the def2-TZVPD basis set", "elements": ["N", "C", "C", "C", "C", "O", "H", "H", "H", "H", "H", "H", "H", "H", "H", "O", "H", "H"], "xyz": [[0.0140, -1.5675, 2.1303], [-0.7523, -1.1160, 0.9804], [0.2567, -0.7061, -0.0641], [-0.3876, 0.0748, -1.2019], [0.7023, 0.7698, -2.0390], [1.8069, 1.1134, -1.6338], [-0.4074, -2.1258, 2.9220], [0.6280, -2.2944, 1.7474], [-1.2912, -0.2625, 1.2441], [-1.4163, -1.8743, 0.5333], [1.0319, -0.0532, 0.3653], [0.9393, -1.4612, -0.5087], [-1.0933, 0.8518, -0.8046], [-0.9674, -0.5219, -1.8718], [0.5172, 0.9217, -3.1525], [-0.0249, 2.8605, 0.1149], [-0.2789, 3.0380, 1.0057], [0.7227, 2.3529, 0.2329]], "forces_ev_per_a": [[0.75, -2.11, 1.23], [0.94, -1.82, -0.38], [1.05, 0.96, -0.75], [0.63, 1.28, 0.11], [1.09, 0.34, -0.50], [-1.74, -0.54, -0.10], [-0.39, 1.31, -1.39], [0.24, 0.45, 0.23], [-1.16, 1.34, 0.41], [-0.14, 0.17, 0.26], [-0.51, 0.08, 0.33], [-0.90, -0.40, 0.39], [0.73, -0.44, -0.36], [-0.40, -0.62, -0.49], [-0.26, -0.11, 0.98], [-2.24, 1.50, -0.82], [-0.59, 0.45, 0.94], [2.88, -1.85, -0.06]], "mulliken_charge": [-0.642, -0.542, -0.531, -0.590, -0.113, -0.488, 0.233, 0.233, 0.384, 0.242, 0.323, 0.349, 0.340, 0.458, 0.351, -0.604, 0.305, 0.290], "mol_weight_g_mol": 105.14, "homo_ev": -9.59, "smiles": "NCCCC=O.O"}

---

{"formula": "H16O8", "method": "ωB97M-V with the def2-TZVPD basis set", "elements": ["O", "H", "H", "O", "H", "H", "O", "H", "H", "O", "H", "H", "O", "H", "H", "O", "H", "H", "O", "H", "H", "O", "H", "H"], "xyz": [[0.4307, 0.9740, -1.9293], [1.3405, 1.1016, -1.5263], [-0.2122, 1.2152, -1.2610], [2.3378, 0.8466, 0.0731], [2.1618, -0.1201, 0.3220], [3.2452, 0.8524, -0.1746], [0.2364, -1.6959, -1.5293], [0.2731, -0.7243, -1.6171], [0.0150, -2.1817, -2.2757], [1.7045, -1.5629, 0.9089], [1.2373, -1.7458, 0.0693], [0.9015, -1.4385, 1.4380], [-0.0259, 2.0566, 0.9942], [0.9147, 1.9779, 0.7854], [-0.2240, 1.3379, 1.5963], [-2.0637, -1.5159, -0.1098], [-1.2110, -1.8487, -0.5063], [-2.0986, -0.6236, -0.4696], [-1.9834, 1.3888, -0.4401], [-1.4450, 1.9623, 0.1682], [-2.1541, 1.7932, -1.2862], [-0.6752, -0.5209, 2.1157], [-1.1034, -0.9065, 1.2735], [-1.3309, -0.4150, 2.7968]], "forces_ev_per_a": [[1.55, -0.34, -0.29], [-1.48, -0.10, -0.16], [-0.21, 0.28, 0.58], [-0.84, -0.74, 0.09], [0.04, 0.91, 0.28], [1.24, 0.23, -0.20], [0.88, 0.36, 3.11], [-0.06, 0.40, -1.16], [-0.50, -0.76, -2.35], [-0.91, -0.18, -0.71], [0.63, -0.51, -0.30], [0.32, 0.28, 0.97], [0.24, 0.92, 0.24], [0.08, -0.13, -0.03], [0.09, -0.68, 0.36], [1.25, -0.56, 0.07], [-1.04, 0.20, 0.14], [-0.33, 0.55, -0.03], [-0.24, -0.50, 0.37], [-0.17, -0.25, -0.93], [-0.12, 0.62, -0.11], [0.43, -0.33, -1.62], [-0.30, 0.58, 1.52], [-0.56, -0.26, 0.16]], "mulliken_charge": [-0.779, 0.440, 0.420, -0.722, 0.469, 0.285, -0.745, 0.431, 0.269, -0.788, 0.409, 0.387, -0.711, 0.321, 0.373, -0.792, 0.452, 0.379, -0.727, 0.395, 0.267, -0.761, 0.456, 0.271], "mol_weight_g_mol": 144.12, "homo_ev": -11.39, "smiles": "O.O.O.O.O.O.O.O"}

---

{"formula": "C2H5N4", "method": "ωB97M-V with the def2-TZVPD basis set", "elements": ["N", "C", "N", "N", "C", "N", "H", "H", "H", "H", "H"], "xyz": [[0.5332, 3.4241, -0.5557], [0.1494, 2.5675, 0.0454], [-0.0653, 1.2319, 0.9659], [-0.4013, 0.1835, 0.1582], [0.1931, -0.9769, 0.0221], [-0.2168, -2.0078, -0.6591], [0.8842, 1.2528, 1.3237], [-1.3247, 0.5138, -0.1318], [1.0560, -1.0759, 0.6087], [0.1445, -2.9963, -0.5602], [-0.9523, -2.1168, -1.2173]], "forces_ev_per_a": [[1.23, 3.71, -2.51], [-1.81, -7.43, 4.71], [1.72, 5.59, -1.08], [-1.43, -0.03, -1.14], [-1.05, 0.73, 0.13], [3.51, -2.50, 2.12], [0.22, -0.92, 0.36], [-0.01, -1.60, -0.88], [1.32, -0.30, 0.59], [0.44, 1.98, 0.45], [-4.15, 0.78, -2.75]], "mulliken_charge": [-0.204, 0.209, -0.526, 0.087, 0.272, -0.291, 0.318, 0.319, 0.328, 0.287, 0.202], "mol_weight_g_mol": 85.09, "charge": 1, "homo_ev": -15.30, "smiles": "N#CN/[NH+]=C/N"}

---

{"formula": "C21H34N2O4", "method": "ωB97M-V with the def2-TZVPD basis set", "elements": ["C", "C", "C", "C", "C", "O", "N", "C", "N", "C", "O", "C", "C", "C", "C", "C", "C", "C", "C", "O", "C", "C", "C", "C", "O", "C", "C", "H", "H", "H", "H", "H", "H", "H", "H", "H", "H", "H", "H", "H", "H", "H", "H", "H", "H", "H", "H", "H", "H", "H", "H", "H", "H", "H", "H", "H", "H", "H", "H", "H", "H"], "xyz": [[-6.7494, -1.5920, 0.3957], [-5.4414, -1.6950, -0.3783], [-4.4955, -2.7144, 0.2522], [-3.1743, -2.8116, -0.5128], [-2.3711, -1.5337, -0.3456], [-2.2095, -1.0118, 0.7438], [-1.8612, -1.0355, -1.4915], [-1.0181, 0.1580, -1.5931], [-1.5002, 1.1792, -0.7042], [-1.7928, 2.4357, -1.1075], [-1.7236, 2.7870, -2.2673], [-2.1605, 3.3657, 0.0316], [-0.9133, 4.1220, 0.5103], [0.1881, 3.2304, 1.0867], [-0.2041, 2.5431, 2.3903], [0.4367, -0.1576, -1.3094], [1.4027, 0.0289, -2.2773], [2.7384, -0.2278, -1.9955], [3.1246, -0.6735, -0.7431], [4.3953, -0.9558, -0.3638], [5.4488, -0.7291, -1.2758], [6.7570, -1.0637, -0.5647], [7.0218, -0.1099, 0.5931], [2.1372, -0.8639, 0.2523], [2.5934, -1.2993, 1.4586], [1.6557, -1.5029, 2.4873], [0.8133, -0.6030, -0.0421], [-6.5601, -1.2825, 1.4210], [-7.2575, -2.5540, 0.4168], [-7.4115, -0.8638, -0.0665], [-5.6524, -1.9840, -1.4113], [-4.9534, -0.7179, -0.3990], [-4.9761, -3.6947, 0.2742], [-4.2770, -2.4173, 1.2794], [-2.5750, -3.6259, -0.0977], [-3.3592, -3.0214, -1.5674], [-2.0129, -1.5416, -2.3482], [-1.1183, 0.5559, -2.6106], [-1.6122, 0.8884, 0.2575], [-2.6113, 2.8088, 0.8523], [-2.8838, 4.0912, -0.3434], [-1.2170, 4.8490, 1.2677], [-0.5068, 4.6738, -0.3399], [0.4822, 2.4813, 0.3488], [1.0617, 3.8590, 1.2768], [0.6512, 2.0105, 2.8008], [-1.0079, 1.8259, 2.2435], [-0.5315, 3.2772, 3.1241], [1.1270, 0.3862, -3.2576], [3.4728, -0.0725, -2.7694], [5.4530, 0.3219, -1.5977], [5.3271, -1.3681, -2.1625], [7.5703, -1.0147, -1.2912], [6.6906, -2.0851, -0.1879], [7.9326, -0.3899, 1.1162], [7.1298, 0.9105, 0.2313], [6.1909, -0.1450, 1.2922], [2.2308, -1.8526, 3.3432], [1.1388, -0.5749, 2.7521], [0.9137, -2.2605, 2.2151], [0.0530, -0.7428, 0.7072]], "forces_ev_per_a": [[0.16, 0.08, -0.19], [-0.05, -0.18, 0.26], [0.05, 0.16, -0.28], [-0.15, 0.02, 0.38], [-0.15, -0.46, -0.61], [0.06, 0.12, 0.54], [0.04, 0.16, -0.36], [0.22, 0.08, -0.01], [-0.13, -0.36, 0.17], [-0.24, 0.01, 0.41], [0.08, 0.25, -0.41], [0.13, 0.22, -0.17], [0.12, -0.13, -0.02], [-0.07, 0.17, 0.10], [0.17, 0.07, -0.24], [0.10, 0.09, -0.35], [-0.39, -0.01, 0.17], [0.37, -0.11, 0.17], [-0.07, 0.00, 0.03], [-0.18, -0.01, 0.18], [0.41, -0.13, -0.28], [-0.39, 0.24, 0.03], [0.00, -0.19, -0.12], [0.08, -0.02, 0.03], [0.19, 0.10, -0.41], [-0.17, -0.04, 0.17], [0.24, -0.10, 0.17], [-0.03, 0.03, 0.13], [-0.09, -0.08, 0.03], [-0.13, 0.05, 0.03], [0.05, 0.04, -0.06], [0.02, 0.04, -0.08], [0.01, -0.02, 0.05], [-0.01, -0.08, 0.03], [0.07, 0.02, -0.08], [0.03, -0.05, -0.03], [-0.05, -0.03, 0.13], [0.03, -0.12, 0.25], [-0.08, 0.17, -0.09], [-0.06, -0.03, 0.04], [-0.03, -0.12, -0.01], [0.01, 0.06, -0.03], [-0.06, 0.08, 0.02], [0.11, 0.03, 0.00], [0.04, -0.04, -0.06], [0.02, -0.10, 0.10], [-0.13, -0.13, 0.07], [-0.07, 0.04, 0.12], [-0.05, 0.06, -0.12], [0.12, 0.00, -0.03], [-0.05, -0.08, 0.00], [-0.06, 0.11, 0.08], [-0.02, -0.07, -0.04], [0.04, -0.08, -0.09], [0.08, 0.04, 0.10], [0.02, 0.13, 0.01], [-0.03, 0.05, 0.12], [-0.08, 0.02, -0.03], [-0.01, -0.03, -0.03], [0.01, 0.04, -0.01], [-0.07, -0.03, 0.16]], "mulliken_charge": [-1.381, -0.023, -0.739, -0.772, 0.568, -0.674, -0.035, -1.374, 0.312, 0.555, -0.707, -0.695, -0.794, -0.018, -1.078, -0.052, -1.342, -0.698, 0.756, -0.343, -0.746, -0.592, -1.126, 1.109, -0.461, -0.708, 0.109, 0.338, 0.330, 0.386, 0.269, 0.144, 0.463, 0.328, 0.299, 0.262, 0.300, 0.673, 0.043, 0.321, 0.364, 0.392, 0.352, 0.007, 0.415, 0.238, 0.204, 0.387, 0.367, 0.369, 0.457, 0.442, 0.381, 0.278, 0.353, 0.303, 0.283, 0.242, 0.181, 0.353, 0.426], "mol_weight_g_mol": 378.51, "homo_ev": -8.07, "smiles": "CCCCC(=O)NC(NC(=O)CCCC)c1ccc(OCCC)c(OC)c1"}

---

Results for ΔE to the lowest compared entry with this formula, charge and spin: 168.5, 94.8, 282.5, 123.8 (in kJ/mol, following the order of the records).
Results for LUMO level: 0.87, 0.44, -4.56, 0.72 (in eV, following the order of the records).